C29H43Cl32N2O | wB97M-V/def2-TZVPD

Structure (XYZ):
```
107
Properties=species:S:1:pos:R:3
O 0.716 2.147 -2.190
C 0.664 0.932 -2.142
C 0.577 0.110 -3.502
N 0.306 -1.309 -3.250
C 1.385 -2.098 -3.445
C 2.837 -1.707 -3.418
C 3.846 -2.705 -3.607
N 3.748 -4.057 -3.865
C 2.395 -4.369 -3.924
C 1.236 -3.561 -3.730
C 0.635 0.153 -0.786
C -0.520 0.324 0.127
C -0.560 -0.415 1.383
C 0.490 -1.354 1.788
C 1.637 -1.510 0.899
C 1.686 -0.748 -0.352
H -0.346 0.523 -4.013
H 1.433 0.327 -4.194
H 3.127 -0.648 -3.230
H 4.910 -2.334 -3.548
H 2.194 -5.453 -4.170
H 0.216 -4.010 -3.798
H -1.333 1.050 -0.189
H -1.409 -0.292 2.103
H 0.474 -1.954 2.721
H 2.489 -2.201 1.119
H 2.596 -0.894 -0.977
C -2.419 4.165 0.782
Cl -1.554 2.620 0.741
Cl -3.727 4.147 1.977
H -1.716 4.951 1.043
H -2.848 4.360 -0.200
C -1.851 -4.325 -6.623
Cl -0.226 -3.969 -7.211
Cl -1.834 -4.595 -4.875
H -2.502 -3.480 -6.847
H -2.223 -5.221 -7.115
C 3.510 -4.189 -7.335
Cl 2.342 -2.998 -7.915
Cl 4.845 -4.413 -8.475
H 3.915 -3.848 -6.385
H 3.001 -5.139 -7.199
C 6.663 -5.549 -3.486
Cl 6.441 -7.071 -4.360
Cl 7.366 -5.825 -1.884
H 7.328 -4.910 -4.055
H 5.692 -5.067 -3.371
C -3.939 1.855 -2.732
Cl -2.594 0.721 -2.630
Cl -5.204 1.460 -1.554
H -3.580 2.865 -2.529
H -4.363 1.807 -3.732
C 0.944 -0.110 5.827
Cl 1.956 0.914 4.803
Cl -0.507 -0.642 4.967
H 1.516 -0.985 6.125
H 0.644 0.455 6.706
C -4.784 -2.582 -5.156
Cl -3.738 -1.605 -6.193
Cl -6.246 -3.094 -6.015
H -4.236 -3.463 -4.835
H -5.072 -1.990 -4.291
C -1.395 2.667 7.696
Cl -0.641 1.372 8.634
Cl -0.241 3.407 6.583
H -2.221 2.251 7.124
H -1.764 3.427 8.379
C -1.411 8.056 2.092
Cl -0.824 7.353 3.606
Cl -0.616 7.324 0.694
H -2.479 7.886 2.018
H -1.205 9.124 2.096
C -3.292 -0.850 10.810
Cl -1.566 -0.725 11.183
Cl -3.870 0.577 9.940
H -3.456 -1.724 10.193
H -3.847 -0.944 11.740
C -5.801 4.911 -2.187
Cl -4.069 5.058 -1.859
Cl -6.413 6.323 -3.058
H -5.971 4.023 -2.790
H -6.330 4.822 -1.242
C 1.926 9.566 4.548
Cl 1.013 11.077 4.430
Cl 3.417 9.640 3.601
H 2.179 9.387 5.589
H 1.309 8.755 4.171
C -1.247 -4.006 9.275
Cl -2.645 -3.973 10.358
Cl -1.581 -3.142 7.771
H -0.404 -3.534 9.773
H -1.007 -5.040 9.042
C -4.085 9.470 4.522
Cl -4.385 7.962 3.647
Cl -3.146 9.187 5.992
H -3.533 10.148 3.876
H -5.039 9.914 4.794
C 0.807 -5.715 -0.841
Cl 0.812 -4.075 -0.190
Cl -0.840 -6.356 -0.971
H 1.259 -5.700 -1.830
H 1.383 -6.359 -0.181
C 9.058 -6.266 -7.381
Cl 8.514 -5.092 -6.178
Cl 8.224 -6.013 -8.916
H 10.128 -6.153 -7.532
H 8.839 -7.268 -7.021
```

E ... -16041.607448 a.u.
HOMO-LUMO gap ... 0.193 Eh
Charge ... -1
Molar mass ... 1570.2 g/mol